(1)
The following is a quantum chemistry calculation of an isolated molecule of C4H5NO2, from the Open Molecules 2025 dataset.

```
! wB97M-V def2-TZVPD RIJCOSX def2/J DEFGRID3
* xyz 0 1
O -2.574 0.651 0.488
O 0.563 0.290 2.061
N 0.641 -0.825 0.045
C -0.671 -0.421 -0.411
C 1.190 -0.305 1.218
C 0.550 -0.138 -1.228
C -1.405 0.735 0.207
H 2.247 -0.595 1.352
H 0.759 -0.726 -2.119
H -1.322 -1.256 -0.662
H -0.853 1.688 0.323
H 0.876 0.904 -1.274
*
```

For the HOMO energy, the calculation gives -9.93 eV. For the frontier orbital gap, the calculation gives 10.6 eV.

So, what does the natural (NBO) scheme give us? The charges, in e, come out as: O -0.51; O -0.54; N -0.44; C -0.18; C 0.54; C -0.21; C 0.43; H 0.13; H 0.22; H 0.23; H 0.12; H 0.20

=====

(2)
The following is a quantum chemistry calculation of a cluster of 2 separate species, C4H5NO2 in total at a distorted geometry, from the Open Molecules 2025 dataset.

```
! wB97M-V def2-TZVPD RIJCOSX def2/J DEFGRID3
* xyz 0 1
O -2.386 -1.904 -0.842
O 0.797 0.644 -1.489
N 1.082 0.876 0.964
C 0.780 -0.562 0.952
C 0.383 1.187 -0.284
C -0.312 0.406 0.747
C -1.539 -1.365 -1.367
H 0.161 2.251 -0.360
H 1.134 -1.156 0.111
H 0.149 -0.018 -1.766
H 0.882 -1.030 1.928
H -1.131 0.673 1.407
*
```

For the HOMO energy, the calculation gives -9.90 eV. For the frontier orbital gap, the calculation gives 10.7 eV.

So, what does the natural (NBO) scheme give us? The charges, in e, come out as: O -0.48; O -0.72; N -0.35; C -0.26; C 0.21; C -0.19; C 0.49; H 0.18; H 0.20; H 0.49; H 0.21; H 0.22

=====

(3)
The following is a quantum chemistry calculation of an isolated molecule of C4H5NO2 at a distorted geometry, from the Open Molecules 2025 dataset.

```
! wB97M-V def2-TZVPD RIJCOSX def2/J DEFGRID3
* xyz 0 1
O -1.441 -0.711 -0.016
O 1.589 0.920 -0.058
N 2.018 -0.393 -0.015
C -2.432 0.253 -0.029
C 0.262 1.039 0.099
C 0.978 -1.105 0.020
C -0.184 -0.261 -0.037
H -2.352 0.988 0.802
H -0.136 2.092 0.111
H 1.048 -2.230 0.240
H -2.130 0.915 -0.766
H -3.481 -0.237 -0.010
*
```

For the HOMO energy, the calculation gives -8.96 eV. For the frontier orbital gap, the calculation gives 9.8 eV.

So, what does the natural (NBO) scheme give us? The charges, in e, come out as: O -0.48; O -0.30; N -0.10; C -0.25; C -0.01; C -0.06; C 0.17; H 0.16; H 0.23; H 0.24; H 0.18; H 0.21

=====

(4)
The following is a quantum chemistry calculation of an isolated molecule of C4H5NO2, from the Open Molecules 2025 dataset.

```
! wB97M-V def2-TZVPD RIJCOSX def2/J DEFGRID3
* xyz 0 1
O -1.569 1.211 -0.143
O 0.101 2.610 -0.345
N 0.266 0.343 -0.931
C 0.498 -1.775 0.437
C -1.454 -0.171 0.608
C -0.430 1.433 -0.653
C -0.275 -0.573 0.063
H -0.048 -2.234 1.265
H 1.520 -1.535 0.769
H 0.546 -2.462 -0.409
H -0.411 2.755 0.473
H 1.255 0.399 -1.134
*
```

For the HOMO energy, the calculation gives -8.52 eV. For the frontier orbital gap, the calculation gives 8.5 eV.

So, what does the natural (NBO) scheme give us? The charges, in e, come out as: O -0.50; O -0.64; N -0.58; C -0.64; C -0.04; C 0.89; C -0.10; H 0.25; H 0.20; H 0.22; H 0.52; H 0.42

=====

(5)
The following is a quantum chemistry calculation of an isolated molecule of C4H5NO2 at a distorted geometry, from the Open Molecules 2025 dataset.

```
! wB97M-V def2-TZVPD RIJCOSX def2/J DEFGRID3
* xyz 0 1
O 2.497 0.048 0.720
O -0.718 1.289 0.174
N -2.187 -0.333 -0.442
C 0.669 1.525 0.467
C 1.207 0.216 0.394
C -0.909 0.008 -0.110
C 0.255 -0.731 -0.049
H 1.222 1.479 -0.571
H -2.896 0.282 -0.066
H 2.860 -0.715 0.259
H -2.413 -1.314 -0.415
H 0.413 -1.752 -0.362
*
```

For the HOMO energy, the calculation gives -8.08 eV. For the frontier orbital gap, the calculation gives 8.7 eV.

So, what does the natural (NBO) scheme give us? The charges, in e, come out as: O -0.63; O -0.45; N -0.80; C -0.22; C 0.33; C 0.57; C -0.53; H 0.22; H 0.41; H 0.48; H 0.39; H 0.23

=====

(6)
The following is a quantum chemistry calculation of an isolated molecule of C4H5NO2 at a distorted geometry, from the Open Molecules 2025 dataset.

```
! wB97M-V def2-TZVPD RIJCOSX def2/J DEFGRID3
* xyz 0 1
O -0.656 -1.452 0.113
O 0.230 1.077 -2.167
N -1.576 1.334 1.612
C -1.060 0.584 0.925
C -0.334 -0.209 -0.023
C -0.551 0.378 -1.472
C 1.036 0.025 0.553
H 1.974 -0.673 0.156
H 0.031 -2.153 -0.062
H 1.254 1.178 0.557
H -1.498 -0.013 -1.890
H 1.149 -0.077 1.697
*
```

For the HOMO energy, the calculation gives -10.50 eV. For the frontier orbital gap, the calculation gives 10.4 eV.

So, what does the natural (NBO) scheme give us? The charges, in e, come out as: O -0.68; O -0.48; N -0.28; C 0.26; C 0.04; C 0.42; C -0.65; H 0.23; H 0.50; H 0.25; H 0.13; H 0.25

=====

(7)
The following is a quantum chemistry calculation of an isolated molecule of C4H5NO2 at a distorted geometry, from the Open Molecules 2025 dataset.

```
! wB97M-V def2-TZVPD RIJCOSX def2/J DEFGRID3
* xyz 0 1
O -0.231 -0.683 -1.204
O -0.108 1.329 1.563
N -0.353 0.064 1.019
C -0.060 0.217 -0.242
C -0.518 -1.989 -0.736
C 0.548 1.458 -0.550
C 0.410 2.126 0.631
H 1.489 1.199 -0.985
H -1.335 -1.957 -0.012
H 0.381 -2.391 -0.261
H -0.792 -2.574 -1.613
H 0.556 3.156 0.937
*
```

For the HOMO energy, the calculation gives -9.64 eV. For the frontier orbital gap, the calculation gives 10.6 eV.

So, what does the natural (NBO) scheme give us? The charges, in e, come out as: O -0.47; O -0.28; N -0.22; C 0.46; C -0.26; C -0.47; C 0.20; H 0.25; H 0.20; H 0.18; H 0.20; H 0.21

=====

(8)
The following is a quantum chemistry calculation of an isolated molecule of C4H5NO2 at a distorted geometry, from the Open Molecules 2025 dataset.

```
! wB97M-V def2-TZVPD RIJCOSX def2/J DEFGRID3
* xyz 0 1
O -1.491 -1.863 -0.227
O 0.690 -2.087 -0.760
N 1.276 0.519 -0.391
C -0.395 -1.407 -0.378
C -0.101 0.177 -0.050
C -0.735 0.676 1.222
C -1.255 1.152 0.106
H -1.861 1.850 -0.301
H 1.561 1.296 0.275
H 1.496 0.930 -1.428
H 1.570 -1.745 -0.470
H -0.754 0.504 2.401
*
```

For the HOMO energy, the calculation gives -9.64 eV. For the frontier orbital gap, the calculation gives 10.5 eV.

So, what does the natural (NBO) scheme give us? The charges, in e, come out as: O -0.57; O -0.70; N -0.88; C 0.78; C -0.05; C -0.17; C -0.16; H 0.22; H 0.37; H 0.38; H 0.52; H 0.25

=====

(9)
The following is a quantum chemistry calculation of an isolated molecule of C4H5NO2, from the Open Molecules 2025 dataset.

```
! wB97M-V def2-TZVPD RIJCOSX def2/J DEFGRID3
* xyz 0 1
O -2.289 -0.673 0.481
O 0.577 2.426 0.538
N 0.787 0.141 0.622
C 0.040 -0.941 0.018
C 0.252 1.364 1.013
C -1.412 -0.719 -0.345
C 1.084 -0.192 -0.744
H -1.635 -0.605 -1.427
H 2.056 -0.639 -0.926
H 0.249 -1.934 0.420
H -0.454 1.257 1.853
H 0.746 0.515 -1.504
*
```

For the HOMO energy, the calculation gives -10.04 eV. For the frontier orbital gap, the calculation gives 10.3 eV.

So, what does the natural (NBO) scheme give us? The charges, in e, come out as: O -0.48; O -0.55; N -0.42; C -0.17; C 0.53; C 0.41; C -0.23; H 0.12; H 0.22; H 0.23; H 0.13; H 0.21

=====

(10)
The following is a quantum chemistry calculation of an isolated molecule of C4H5NO2 at a distorted geometry, from the Open Molecules 2025 dataset.

```
! wB97M-V def2-TZVPD RIJCOSX def2/J DEFGRID3
* xyz 0 1
O 0.448 -1.085 -0.783
O 0.103 2.185 2.082
N -0.903 0.305 0.625
C -0.404 -2.224 -0.629
C 0.078 -0.073 -0.038
C 0.272 1.327 -0.100
C 0.630 2.252 1.000
H -1.466 -1.952 -0.668
H -0.182 -2.692 0.331
H 1.327 3.074 0.751
H 0.240 1.761 -1.115
H -0.144 -2.878 -1.456
*
```

For the HOMO energy, the calculation gives -9.81 eV. For the frontier orbital gap, the calculation gives 10.4 eV.

So, what does the natural (NBO) scheme give us? The charges, in e, come out as: O -0.46; O -0.48; N -0.31; C -0.26; C 0.47; C -0.26; C 0.39; H 0.20; H 0.19; H 0.12; H 0.21; H 0.20

=====

(11)
The following is a quantum chemistry calculation of a structure of composition C4H5NO2S at a distorted geometry, from the Open Molecules 2025 dataset.

```
! wB97M-V def2-TZVPD RIJCOSX def2/J DEFGRID3
* xyz 0 1
S -2.126 0.545 1.938
O -0.317 -0.759 -1.436
O 0.951 0.386 1.668
N 0.249 0.020 0.645
C 2.044 0.316 -0.869
C -1.457 -0.750 -0.681
C 0.678 -0.099 -0.736
C -1.094 -0.034 0.613
H 2.738 0.409 -1.957
H 0.161 1.182 2.286
H -2.480 -0.401 -1.141
H 2.364 1.063 0.121
H -1.711 -1.878 -0.451
*
```

For the HOMO energy, the calculation gives -8.59 eV. For the frontier orbital gap, the calculation gives 8.5 eV.

So, what does the natural (NBO) scheme give us? The charges, in e, come out as: S -0.23; O -0.46; O -0.50; N -0.10; C -0.56; C -0.14; C 0.41; C 0.12; H 0.25; H 0.48; H 0.23; H 0.27; H 0.22

=====

(12)
The following is a quantum chemistry calculation of a cluster of 2 separate species, C4H5NO2S in total at a distorted geometry, from the Open Molecules 2025 dataset.

```
! wB97M-V def2-TZVPD RIJCOSX def2/J DEFGRID3
* xyz 0 1
S -0.113 -3.166 0.630
O 1.390 -0.129 -3.526
O -0.312 2.066 -1.362
N 1.060 0.451 -2.328
C 0.285 1.298 -1.991
C -1.093 0.419 1.958
C 0.009 -0.408 1.362
C -0.062 -1.660 1.039
H -0.901 0.598 3.017
H -1.136 1.378 1.448
H -2.051 -0.086 1.866
H 1.977 -0.866 -3.296
H 0.946 0.104 1.183
*
```

For the HOMO energy, the calculation gives -8.29 eV. For the frontier orbital gap, the calculation gives 8.3 eV.

So, what does the natural (NBO) scheme give us? The charges, in e, come out as: S 0.12; O -0.50; O -0.50; N -0.29; C 0.80; C -0.61; C -0.39; C -0.04; H 0.22; H 0.23; H 0.22; H 0.49; H 0.25